1.
74
Properties=species:S:1:pos:R:3:mulliken_charge:R:1 method="wB97M-V/def2-TZVPD" s2=9.345 multiplicity=6 e_tot_ev=-77419.0639 charge=+1 e_homo_ev="-10.13 / -10.15" homo_lumo_gap_ev="5.35 / 5.38"
C -3.07799 -2.54794 -0.08740 -1.260
C 2.94311 -0.93322 1.24155 -0.166
Sb 0.89680 -0.33840 0.72581 0.899
C 0.97803 2.85732 -2.02650 0.200
H 6.62596 -1.71875 2.21143 0.373
O -2.63621 0.17374 0.13993 -0.332
H 3.70393 -0.54353 -0.75141 0.362
H -0.68342 4.71209 0.32075 0.326
C 0.23913 -3.29527 1.40236 -0.733
O -0.92799 -2.37229 -4.39681 -0.596
H -4.08694 2.89473 -1.16302 0.383
O -4.93319 2.95198 -1.70048 -0.655
C -0.21803 1.73655 2.77362 0.097
H 6.06861 -0.99428 -0.11390 0.394
H 2.33583 3.85004 -3.34164 0.339
O -1.55288 -0.24053 -5.37715 -0.607
H 3.18658 3.31178 3.80298 0.410
N -1.19172 2.48940 -1.15314 0.332
N -2.39989 -0.37553 -1.08282 0.274
C -1.02728 -1.75476 2.77630 -0.314
H -2.32981 -2.64597 4.24625 0.426
H -1.34062 -4.11513 -3.39110 0.423
H -1.06603 -1.65651 -5.09601 0.466
C 2.28325 3.51259 -2.29464 -1.332
H 1.08023 4.05190 4.93293 0.384
H 1.00253 -3.48782 0.64076 0.425
H -1.56862 1.78755 -4.38274 0.488
C 4.56940 -1.66111 2.88239 -0.640
H -3.76859 -3.31426 -0.48675 0.512
N -1.32199 -1.63287 -3.28234 0.209
H -1.25830 -0.73410 3.08716 0.159
C -2.53891 -1.73046 -1.21119 0.358
H -2.22768 -3.03285 0.43416 -0.004
C -0.03921 3.21403 -1.05390 0.483
H -1.09723 3.00440 4.28554 0.403
H -0.05263 -5.39743 1.81772 0.420
C -0.17246 2.70128 3.79534 -0.804
H 1.03399 4.88306 -0.21970 0.494
C -2.38244 1.05621 -4.69514 -0.433
C 1.04858 3.28148 4.15867 -0.500
C 2.18542 1.88340 2.52995 -0.363
H 2.44600 -1.56168 3.26031 0.355
C 3.23486 -1.39539 2.52420 0.053
H 4.79613 -1.99425 3.89349 0.398
H -1.00861 0.15174 -6.08658 0.340
H -1.18403 1.34319 2.45085 0.178
H 2.41285 4.37287 -1.65002 0.350
H -1.71645 -4.98725 3.63663 0.407
H -3.59767 -1.90405 0.63945 0.361
C -0.33904 -4.37519 2.07874 -0.579
H -3.03133 1.51892 -5.44258 0.568
Dy -1.21401 0.55765 -2.69993 0.171
C -0.11476 -1.98492 1.74625 0.702
C 0.23536 4.16879 0.06712 -1.161
C 0.96781 1.28843 2.18439 0.100
C 5.59093 -1.50582 1.93565 -0.544
C -1.94986 -2.38450 -2.36056 0.730
H 0.56514 3.59861 0.95614 0.054
H -5.23166 2.01878 -1.64248 0.300
H -2.38585 1.20844 0.02057 0.378
O -2.02848 2.56945 -0.13165 -0.811
C -1.93892 -3.87334 -2.50232 -1.346
C 2.22947 2.86776 3.52993 -0.658
C -1.27376 -4.15139 3.09736 -0.534
H -2.98141 0.54571 -3.89425 0.303
C -1.61298 -2.83647 3.44818 -0.574
N 0.68826 1.71769 -2.70541 0.634
C 5.28060 -1.09749 0.63134 -0.447
H -2.96915 -4.26293 -2.62395 0.366
O 1.16467 1.33044 -3.85932 -0.768
C 3.94734 -0.82624 0.27347 -0.583
H 3.12799 2.82701 -2.11973 0.280
H 3.11610 1.57369 2.04812 0.394
H -1.50688 -4.34878 -1.60116 0.280

2.
68
Properties=species:S:1:pos:R:3:nbo_charge:R:1 method="wB97M-V/def2-TZVPD" multiplicity=1 e_tot_ev=-49355.3336 charge=+1 e_homo_ev=-11.62 homo_lumo_gap_ev=6.57
H -1.80265 2.01914 -1.24200 0.187
O 0.82930 1.16958 0.85965 -0.683
H 1.46530 2.92035 4.67792 0.225
H 2.54286 -0.79323 0.64998 0.261
C 1.64691 4.49423 0.07595 -0.610
H -1.93513 0.41456 2.35118 0.222
C 1.83710 -0.79109 -0.20588 -0.335
H -4.84690 -3.65281 -4.88933 0.264
H 0.12133 5.84265 1.83292 0.216
H 0.58149 -2.43301 -2.26877 0.207
C 2.14886 -3.23733 -0.10215 0.032
C 4.21035 -5.16685 0.01673 -0.335
C -2.81740 -3.89901 -4.14283 0.434
H -2.52156 3.52502 -0.61485 0.226
C -1.20605 -2.18930 -1.18133 -0.171
C 0.90687 0.37242 -0.15428 0.612
C -0.48262 5.47923 0.99012 -0.611
C 0.15949 4.24706 0.32070 -0.685
C 0.04066 3.06542 3.06671 -0.706
C -1.84202 -3.55032 -3.20857 -0.285
C -2.18754 0.63331 1.30536 -0.594
C -4.10294 -3.35843 -4.15421 -0.328
H 2.27273 -3.51462 -2.26269 0.234
C 0.13339 -2.25733 -1.28567 -0.201
H -1.65480 -1.74108 -0.28553 0.203
H 3.36516 -1.40762 -1.57091 0.264
H 2.35793 -3.10652 2.04110 0.234
H -2.07662 3.24276 3.61285 0.211
H 1.34514 1.43993 3.70129 0.202
H -2.52715 2.73039 1.66039 0.253
F 4.28072 -4.87071 2.37988 -0.314
H -0.33965 4.09264 -0.64742 0.227
H 0.11919 4.16176 3.00153 0.239
C 2.61880 -3.83379 -1.27830 -0.316
C -3.47540 -2.07757 -2.16883 -0.273
H 3.20292 0.37286 -1.43213 0.233
H 1.77256 5.46743 -0.41766 0.227
C 3.61326 -4.81402 -1.18703 0.440
H 0.26445 0.59880 -1.02005 0.200
C -1.16086 2.74723 3.96101 -0.602
C 1.11244 -2.06997 -0.14391 -0.267
H 0.55730 -2.11643 0.80995 0.234
F 4.07502 -5.39481 -2.34956 -0.315
C -2.16539 -2.61465 -2.19630 -0.043
C 1.34688 2.53676 3.65424 -0.606
C 2.64500 -0.57915 -1.50800 -0.619
C -1.97618 2.10309 0.94183 -0.726
H -3.24026 0.35453 1.15893 0.227
H -1.34931 1.66711 4.02216 0.203
H 5.04979 -5.85231 0.05210 0.266
H 2.21562 2.86991 3.07280 0.209
H 2.21602 4.52248 1.01541 0.209
C 3.70409 -4.56562 1.16751 0.435
H -0.53225 6.30002 0.26076 0.234
H -1.50551 5.30358 1.34761 0.217
F -5.64113 -1.86356 -3.12923 -0.319
Si -0.17339 2.58861 1.23569 1.955
C 2.69319 -3.60708 1.13112 -0.304
H -3.46897 2.02761 -0.62320 0.226
H -1.57878 -0.01950 0.66284 0.168
H -0.84798 -3.99400 -3.24395 0.236
H -0.95932 3.11461 4.97768 0.227
C -2.46224 2.43903 -0.46808 -0.605
H -3.74922 -1.36505 -1.39333 0.226
F -2.51354 -4.84581 -5.09629 -0.318
H 2.07444 3.72772 -0.58011 0.200
C -4.38880 -2.43540 -3.14979 0.420
H 2.00500 -0.57389 -2.41374 0.227

3.
70
Properties=species:S:1:pos:R:3:nbo_charge:R:1 method="wB97M-V/def2-TZVPD" multiplicity=1 e_tot_ev=-61632.5111 de_lowest_ev=0.536 charge=+2 e_homo_ev="-13.72 / -13.76" homo_lumo_gap_ev="4.19 / 4.56"
H -1.19454 0.54032 -3.56300 0.209
C 2.50264 -1.61506 4.16376 -0.043
H 2.49286 2.83614 -1.17169 0.187
H 1.94606 -3.66210 -2.26352 0.266
C -2.62955 1.80075 3.21857 -0.072
C -3.88984 0.68076 -0.76254 -0.048
N -2.92969 0.62539 2.50930 -0.694
C -4.36057 -1.34612 -1.68909 -0.220
H 4.02551 -1.90580 5.72517 0.261
H 1.08318 3.46922 -3.79635 0.224
H -3.83130 1.71093 -0.44360 0.235
C 2.61105 -0.85979 -0.64110 0.013
C 1.88224 1.41031 -4.94026 -0.452
H -0.96155 1.98807 1.12620 0.283
H 0.00666 0.53849 -5.58989 0.224
C 3.93711 -0.80813 2.58828 -0.083
C -4.62764 0.06003 -1.76659 -0.232
C 2.08859 -2.88395 -1.53051 -0.175
H 3.02594 -1.29007 -2.75493 0.257
C -0.05161 2.09755 -2.61842 -0.211
H -2.13366 -4.42358 2.28014 0.257
H 5.73608 -0.94196 3.84342 0.260
P -2.01334 -0.08711 1.25436 1.383
H -3.44895 -3.36009 1.59363 0.235
C 4.66950 -1.08278 3.72452 -0.216
H 2.76314 -0.29696 -3.98527 0.180
C -4.39866 0.78969 4.23075 -0.224
C -0.62999 0.98404 0.82539 -0.802
H -3.10023 -2.45863 -0.20920 0.198
C -2.49051 -3.38991 2.13415 -0.923
H 0.71206 1.11845 2.57441 0.300
C 2.42665 2.74597 -2.26780 -0.431
H -1.82480 2.43846 2.88509 0.210
C 0.32334 1.39719 -4.97941 -0.459
N 2.58680 -1.13210 2.84313 -0.743
H -3.55973 2.72120 5.01126 0.261
H 1.44547 -3.72888 0.45233 0.248
H 3.15921 3.44974 -2.68634 0.246
H -4.42336 -0.91701 2.76072 0.230
C 2.50104 0.74200 -3.76091 -0.136
H -4.76662 -2.12596 -2.31860 0.259
C -0.36360 1.27255 -3.62306 -0.150
H -5.21749 0.59637 4.91180 0.261
H -2.49902 -2.85516 3.08414 0.261
C 2.65310 -1.60907 -1.80321 -0.224
C 0.75474 0.73069 1.53857 -0.799
N 2.08857 -1.64848 0.37601 -0.728
H -0.63153 2.08948 -1.68768 0.165
H 2.24080 0.87949 -5.84458 0.239
H 4.22939 -0.45049 1.61428 0.223
C 1.76541 -2.91508 -0.18425 -0.094
C -4.02148 0.00716 3.15484 -0.068
C 1.00452 3.16961 -2.74402 -0.454
C 2.81084 1.34587 -2.61005 -0.214
Sn -0.93711 -2.37507 0.93251 1.233
C 3.76265 -1.59664 4.72365 -0.239
H 2.23690 2.44768 -4.95799 0.213
H 2.86582 0.16260 -0.39860 0.232
H -0.47349 0.95337 -0.26459 0.313
H 1.54764 -1.96238 4.52356 0.246
N -3.16902 -0.29169 -0.06570 -0.669
H 0.04329 2.32172 -5.51365 0.241
H 0.72286 4.05358 -2.15006 0.228
H -5.30931 0.51931 -2.46711 0.262
H 1.55976 1.30573 1.04808 0.299
F -0.16539 -2.26530 2.94390 -0.670
C -3.51809 1.92841 4.27476 -0.229
C -3.48998 -1.53547 -0.62943 -0.103
H 3.53200 0.86610 -1.93582 0.186
P 1.31824 -0.97363 1.74815 1.775